[1]
Density functional theory data (ωB97M-V with the def2-TZVPD basis set) for C17H26IrN2O as an isolated structure.

The calculation puts the highest occupied orbital energy (alpha / beta) at -13.22 / -16.68 eV.

ORCA input file:
```
! wB97M-V def2-TZVPD RIJCOSX def2/J DEFGRID3
* xyz 2 6
C 0.232 3.564 2.078
C 1.680 3.261 2.469
H 0.215 4.277 1.250
H -0.270 4.062 2.912
H -0.372 2.699 1.797
H 2.183 2.606 1.760
H 2.251 4.192 2.509
H 1.748 2.833 3.475
C -2.002 0.508 -1.864
C -2.646 0.170 -3.051
C -2.098 -0.771 -3.926
C -0.882 -1.341 -3.581
H -2.410 1.219 -1.143
H -3.599 0.649 -3.266
H -2.599 -1.035 -4.856
H -0.370 -2.058 -4.218
N -0.833 -0.098 -1.509
C -0.251 -0.982 -2.379
C 0.968 -1.558 -1.886
N 1.287 -1.125 -0.617
C 2.397 -1.640 0.002
C 2.904 -3.015 -1.929
C 3.212 -2.560 -0.641
H 2.556 -1.292 1.021
H 4.083 -2.927 -0.096
C 1.762 -2.515 -2.540
H 1.459 -2.794 -3.544
H 3.543 -3.734 -2.437
Ir 0.073 0.072 0.350
C 1.137 0.389 1.929
H 2.112 0.735 1.543
H 1.322 -0.519 2.521
H 0.697 1.140 2.594
C -3.243 -1.252 1.048
C -2.441 -0.305 1.937
C -3.397 0.621 2.682
C -1.603 -1.120 2.916
O -1.676 0.561 1.101
H -3.965 -1.836 1.636
H -2.574 -1.952 0.532
H -3.783 -0.669 0.298
H -4.044 0.050 3.360
H -2.837 1.364 3.266
H -4.013 1.161 1.954
H -0.874 -1.742 2.388
H -1.082 -0.477 3.632
H -2.249 -1.794 3.496
*
```

These are the Mulliken partial charges, in e, on atoms 1 to 2:
1. C -0.36
2. C -0.91

---

[2]
Density functional theory data (ωB97M-V with the def2-TZVPD basis set) for an isolated ion of composition C2H6P5 and charge +1.

The calculation puts the highest occupied orbital energy at -13.47 eV.

ORCA input file:
```
! wB97M-V def2-TZVPD RIJCOSX def2/J DEFGRID3
* xyz 1 1
C -1.027 1.561 -0.152
C -0.975 -1.512 0.196
P 3.031 -1.031 0.025
P 2.957 1.162 -0.082
P 1.759 0.070 1.613
P 1.686 -0.121 -1.549
P 0.211 -0.069 0.037
H -1.228 1.844 -1.153
H -0.710 2.367 0.496
H -1.954 1.030 0.150
H -0.575 -2.586 0.082
H -1.529 -1.234 -0.654
H -1.647 -1.481 0.993
*
```

These are the Mulliken partial charges, in e, on atoms 1 to 2:
1. C -1.01
2. C -1.08

---

[3]
Density functional theory data (ωB97M-V with the def2-TZVPD basis set) for C4H4N2O as an isolated structure.

The calculation puts the highest occupied orbital energy at -9.52 eV.

ORCA input file:
```
! wB97M-V def2-TZVPD RIJCOSX def2/J DEFGRID3
* xyz 0 1
O 2.315 -1.544 -1.146
C 1.198 -1.580 -0.698
C 0.454 -0.495 0.078
C -0.893 -0.559 0.235
N -1.647 0.532 0.458
C -0.832 1.572 0.475
N 0.455 1.372 0.240
H 0.584 -2.519 -0.887
H -1.365 -1.535 0.193
H -1.271 2.556 0.696
H 0.999 2.256 0.364
*
```

These are the Mulliken partial charges, in e, on atoms 1 to 2:
1. O -0.46
2. C 0.00

---

[4]
Density functional theory data (ωB97M-V with the def2-TZVPD basis set) for C6H8IrOP as an isolated structure.

The calculation puts the highest occupied orbital energy (alpha / beta) at -4.47 / -9.71 eV.

ORCA input file:
```
! wB97M-V def2-TZVPD RIJCOSX def2/J DEFGRID3
* xyz 0 5
C -0.391 0.126 -1.678
C -1.212 1.132 -1.075
C -0.324 2.017 -0.386
C 1.050 1.646 -0.693
C 1.009 0.481 -1.490
Ir 0.000 0.000 0.518
P -0.053 -2.178 0.901
H -0.750 -0.711 -2.279
H -2.300 1.187 -1.100
H -0.622 2.898 0.187
H 1.865 -0.065 -1.890
H 1.944 2.174 -0.360
H 1.017 -3.037 0.491
H -1.089 -3.005 0.360
H -0.144 -2.665 2.240
O 0.000 0.000 3.736
C 0.000 0.000 2.518
*
```

These are the Mulliken partial charges, in e, on atoms 1 to 2:
1. C -0.47
2. C -0.41